# C57H43Cl8F6GeN6O7PPbS3

A molecular structure, C57H43Cl8F6GeN6O7PPbS3 (ωB97M-V with the def2-TZVPD basis set, the OMol25 dataset).

Results
* relative energy (zero: lowest compared OMol25 entry of this formula, charge and spin): 0.0000 eV
* charge: +1
* LUMO energy (alpha / beta): -2.482 / -3.422 eV
* gap between HOMO and LUMO (alpha / beta): 0.23957 / 0.24658 Eh
* spin multiplicity: 2

Positions of all 133 atoms, in Å:
1 Pb -1.857 -1.153 1.526
2 N 1.162 -1.161 0.455
3 S 2.106 -0.766 -0.621
4 N 2.686 0.752 -0.421
5 S 1.995 2.097 -0.800
6 N 0.506 2.379 -0.608
7 S -0.481 2.082 0.728
8 N -1.124 0.787 0.658
9 C 0.582 2.471 2.133
10 C 1.226 1.390 2.713
11 C 2.093 1.612 3.772
12 C 2.295 2.901 4.246
13 C 1.649 3.975 3.649
14 C 0.789 3.767 2.582
15 C -1.585 3.476 0.514
16 C -1.985 3.780 -0.780
17 C -2.907 4.792 -0.981
18 C -3.425 5.486 0.106
19 C -3.031 5.159 1.396
20 C -2.111 4.143 1.610
21 C 3.012 3.305 0.027
22 C 4.172 2.938 0.687
23 C 4.909 3.923 1.329
24 C 4.486 5.244 1.292
25 C 3.324 5.595 0.615
26 C 2.575 4.621 -0.022
27 C 2.289 2.495 -2.514
28 C 3.552 2.236 -3.026
29 C 3.824 2.595 -4.334
30 C 2.842 3.201 -5.108
31 C 1.582 3.449 -4.581
32 C 1.297 3.096 -3.271
33 C 3.660 -1.651 -0.620
34 C 4.610 -1.225 0.300
35 C 5.806 -1.915 0.406
36 C 6.037 -3.027 -0.395
37 C 5.065 -3.462 -1.285
38 C 3.865 -2.777 -1.401
39 C 1.460 -0.756 -2.282
40 C 2.287 -0.885 -3.386
41 C 1.735 -0.742 -4.650
42 C 0.387 -0.440 -4.790
43 C -0.419 -0.290 -3.668
44 C 0.110 -0.463 -2.400
45 H 1.043 0.402 2.319
46 H 2.597 0.772 4.237
47 H 2.951 3.071 5.091
48 H 1.807 4.980 4.018
49 H 0.287 4.604 2.115
50 H -1.584 3.212 -1.610
51 H -3.228 5.034 -1.985
52 H -4.146 6.277 -0.053
53 H -3.447 5.688 2.243
54 H -1.831 3.869 2.619
55 H 4.476 1.901 0.693
56 H 5.813 3.651 1.857
57 H 5.069 6.006 1.792
58 H 2.995 6.625 0.588
59 H 1.659 4.864 -0.549
60 H 4.303 1.767 -2.400
61 H 4.804 2.402 -4.752
62 H 3.065 3.489 -6.127
63 H 0.820 3.922 -5.186
64 H 0.329 3.277 -2.826
65 H 4.399 -0.366 0.925
66 H 6.555 -1.590 1.115
67 H 6.979 -3.554 -0.323
68 H 5.243 -4.340 -1.891
69 H 3.095 -3.127 -2.075
70 H 3.343 -1.094 -3.272
71 H 2.362 -0.862 -5.523
72 H -0.041 -0.338 -5.778
73 H -1.465 -0.033 -3.782
74 H -0.503 -0.370 -1.506
75 Cl -3.900 0.256 -0.761
76 C -4.599 0.454 0.813
77 C -4.034 -0.193 1.908
78 C -4.699 -0.089 3.121
79 Cl -4.094 -0.907 4.520
80 C -5.873 0.653 3.259
81 Cl -6.687 0.741 4.769
82 C -6.386 1.333 2.156
83 Cl -7.813 2.274 2.311
84 C -5.748 1.235 0.923
85 Cl -6.377 2.073 -0.440
86 F -4.219 -0.281 -4.612
87 C -3.744 -1.523 -4.447
88 C -4.196 -2.292 -3.452
89 N -3.730 -3.571 -3.254
90 C -4.286 -4.388 -2.201
91 C -3.850 -3.924 -0.816
92 O -4.064 -4.876 0.067
93 O -3.422 -2.819 -0.595
94 C -2.723 -4.108 -4.045
95 O -2.249 -5.208 -3.859
96 N -2.295 -3.273 -5.055
97 C -2.709 -1.975 -5.362
98 O -2.213 -1.348 -6.267
99 H -4.941 -1.928 -2.757
100 H -3.978 -5.418 -2.350
101 H -5.376 -4.334 -2.231
102 H -1.585 -3.662 -5.660
103 Cl -3.885 -6.961 2.176
104 Ge -4.185 -4.912 1.890
105 Cl -6.169 -4.262 2.151
106 Cl -2.867 -3.734 3.035
107 C 2.343 -3.024 2.508
108 O 1.799 -3.533 1.285
109 P 0.437 -2.983 0.615
110 O 0.833 -3.298 -0.937
111 C -0.034 -3.936 -1.878
112 O -0.536 -4.319 0.897
113 C -0.089 -5.623 1.279
114 H 3.419 -3.177 2.463
115 H 1.935 -3.564 3.359
116 H 2.130 -1.958 2.609
117 H -0.594 -4.749 -1.420
118 H 0.596 -4.341 -2.669
119 H -0.731 -3.209 -2.301
120 H -0.526 -5.868 2.249
121 H 0.996 -5.670 1.350
122 H -0.430 -6.346 0.535
123 F -0.218 -2.704 4.104
124 C -0.336 -1.403 4.481
125 C -1.037 -0.531 3.678
126 C -1.123 0.755 4.167
127 F -1.815 1.696 3.478
128 C -0.532 1.177 5.342
129 F -0.620 2.451 5.734
130 C 0.187 0.270 6.100
131 F 0.787 0.654 7.220
132 C 0.280 -1.041 5.667
133 F 0.974 -1.931 6.380